Record 1
{"formula": "C3H14O4", "method": "ωB97M-V with the def2-TZVPD basis set", "elements": ["C", "C", "C", "O", "H", "H", "H", "H", "H", "H", "H", "H", "O", "H", "H", "O", "H", "H", "O", "H", "H"], "positions_angstrom": [[0.18971, -1.65691, 0.78602], [-0.42934, -1.42639, -0.62596], [-0.53309, -2.61660, -1.45602], [-1.69478, -0.79323, -0.45601], [0.70579, -0.73082, 1.14169], [-0.70697, -1.58218, 1.34361], [0.72191, -2.57722, 0.97201], [0.05739, -0.60755, -1.07908], [0.42843, -3.18199, -1.50744], [-1.35090, -3.30734, -1.18633], [-0.78706, -2.31303, -2.49768], [-1.86280, -0.24503, -1.17268], [-1.17719, 2.12301, 1.27277], [-2.11402, 1.82041, 1.25007], [-0.85069, 2.32210, 2.17442], [1.09696, 2.20539, -0.68213], [1.53914, 2.78880, -1.27672], [0.16354, 2.20081, -0.84777], [2.33786, 2.71831, 1.61415], [1.42489, 2.50339, 1.36434], [2.84123, 2.35606, 0.86873]], "atomic_forces_ev_per_a": [[-0.6, 1.9, -0.7], [0.6, 1.2, 1.7], [0.1, -1.7, -2.3], [-0.9, -1.7, 2.7], [0.2, -0.9, -0.5], [-0.9, -0.7, 1.3], [0.2, -0.1, -0.2], [1.8, 0.3, -1.0], [-0.7, 0.4, 0.1], [0.4, 0.3, 0.4], [0.2, -0.2, 0.5], [-0.4, 1.4, -2.0], [-0.3, 0.0, 0.0], [1.2, 0.3, 0.7], [-1.0, -0.4, -0.7], [0.4, -1.0, 0.5], [0.1, 0.7, -0.7], [-0.7, 0.2, -0.2], [0.1, -0.2, 0.1], [0.5, 0.1, -0.1], [-0.3, 0.1, 0.4]], "fmax_ev_per_a": 3.3, "smiles": "CC(C)O.O.O.O", "homo_lumo_gap_ha": 0.3952, "spin_multiplicity": 1, "de_lowest_kj_mol": 141.1, "total_charge": 0}

***

Record 2
{"formula": "C18H38F4N4O10RbS4", "method": "ωB97M-V with the def2-TZVPD basis set", "elements": ["Rb", "N", "S", "O", "O", "F", "S", "O", "O", "F", "N", "S", "O", "O", "F", "S", "O", "O", "F", "C", "C", "C", "C", "C", "C", "N", "O", "C", "C", "C", "H", "H", "H", "H", "H", "H", "H", "H", "H", "H", "H", "H", "H", "H", "H", "H", "H", "H", "H", "C", "C", "C", "C", "C", "C", "N", "O", "C", "C", "C", "H", "H", "H", "H", "H", "H", "H", "H", "H", "H", "H", "H", "H", "H", "H", "H", "H", "H", "H"], "positions_angstrom": [[0.62260, -2.02720, 0.32387], [-1.30108, -4.87715, 4.05912], [-1.64044, -3.32354, 4.07401], [-3.01978, -3.00685, 3.76114], [-0.61222, -2.43545, 3.64761], [-1.64189, -3.18249, 5.69160], [-1.63109, -5.06891, 2.40780], [-0.81203, -4.32352, 1.48080], [-3.04091, -5.21219, 2.13187], [-1.14896, -6.57431, 2.27932], [2.64941, -0.96798, 4.49194], [1.89802, 0.13846, 5.51325], [0.93467, 1.05533, 4.93134], [2.62703, 0.51865, 6.70245], [0.85092, -0.97325, 6.00672], [2.86740, -0.00157, 3.23797], [3.37352, 1.32571, 3.55792], [1.93710, -0.08614, 2.14397], [4.26262, -0.67529, 2.74655], [-4.15603, -0.18561, 2.02903], [-3.31758, -0.18350, 0.71231], [-4.18794, 0.38471, -0.46937], [-4.07453, 1.90793, -0.71374], [-2.66810, 2.46109, -0.48781], [-2.02270, 2.04712, 0.82445], [-2.03686, 0.58760, 0.87152], [-1.11392, 0.02853, 1.75990], [-0.54857, 2.49321, 0.75999], [-2.64945, 2.75452, 2.04751], [-2.93839, -1.60979, 0.38722], [-5.23466, -0.28816, 1.89676], [-4.01596, 0.76325, 2.54532], [-3.83051, -1.00674, 2.66707], [-4.02392, -0.19236, -1.38128], [-5.23424, 0.21547, -0.21217], [-4.81400, 2.39890, -0.07896], [-4.33290, 2.15691, -1.74562], [-2.90344, 3.53010, -0.48051], [-2.00809, 2.17275, -1.30535], [0.01277, 2.15921, -0.11896], [-0.51680, 3.56552, 0.52543], [0.02416, 2.29969, 1.66371], [-3.73146, 2.87056, 1.94702], [-2.48339, 2.32842, 3.03688], [-2.23085, 3.76361, 2.06217], [-2.47376, -2.16520, 1.20109], [-2.12576, -1.34865, -0.30186], [-3.59771, -2.29114, -0.14638], [-1.20428, 0.42289, 2.64538], [3.42672, 0.92181, -0.56250], [3.04203, 0.91974, -2.05220], [4.37672, 0.76528, -2.80805], [4.12068, 0.46093, -4.28036], [3.22025, -0.77931, -4.44019], [1.89509, -0.71988, -3.68374], [2.16256, -0.16506, -2.35702], [0.93292, 0.07622, -1.63696], [0.84805, 0.13329, -4.49040], [1.33509, -2.14826, -3.53943], [2.58733, 2.38505, -2.38689], [3.56323, -0.10535, -0.22059], [2.76057, 1.43984, 0.12928], [4.35987, 1.45747, -0.36453], [4.81223, 1.76238, -2.73973], [5.07669, 0.06563, -2.35221], [5.01310, 0.33200, -4.89917], [3.61672, 1.21538, -4.89873], [3.75048, -1.55761, -3.87257], [3.19389, -1.11716, -5.47420], [1.20725, 1.12870, -4.75325], [0.84884, -0.43266, -5.42732], [-0.17960, 0.17542, -4.13431], [0.24217, -2.12726, -3.52530], [1.62405, -2.81162, -4.35445], [1.60119, -2.64139, -2.60375], [1.52081, 2.55351, -2.19929], [2.81921, 2.65655, -3.41720], [3.02032, 3.14639, -1.73634], [0.46556, 0.66681, -2.24864]], "atomic_forces_ev_per_a": [[-0.2, 0.3, 0.7], [-0.3, 0.4, -3.8], [-1.4, 1.8, 3.9], [1.2, 0.1, -0.2], [0.1, 0.1, -0.4], [0.3, -0.1, -0.9], [-1.4, -2.6, 0.8], [-0.1, -0.3, 0.3], [1.3, 0.5, -0.2], [0.6, 0.3, 0.1], [-0.8, 3.2, 0.0], [-2.6, -1.9, 1.7], [1.6, -0.1, 0.0], [-0.3, -0.4, -1.6], [0.6, 0.1, 0.7], [3.0, 1.1, -0.1], [-0.9, -0.9, -0.3], [0.4, -0.7, 0.1], [-0.9, -0.4, -0.6], [0.3, 0.4, 0.1], [-1.5, 0.4, 1.3], [0.2, 0.5, 0.3], [0.3, -1.1, 0.0], [-1.4, 0.3, 0.4], [1.0, -0.4, 0.5], [-0.7, -0.3, -1.7], [-0.2, -0.1, 0.1], [0.3, 0.9, -0.7], [-0.4, 0.7, -0.4], [1.9, -0.1, -0.9], [0.1, -0.2, -0.3], [0.0, -0.1, 0.2], [0.1, 0.2, 0.2], [0.4, 0.1, 0.0], [0.1, -0.4, 0.0], [0.2, 0.2, 0.1], [-0.3, -0.1, 0.0], [1.0, 0.2, -0.1], [0.0, 0.2, -0.1], [-0.2, -1.0, 0.2], [-0.3, 0.2, 0.7], [0.0, 0.0, 0.0], [0.0, -0.1, -0.1], [0.4, -0.3, -0.2], [-0.1, 0.0, 0.2], [-0.3, 0.2, 0.2], [0.2, -0.8, -0.5], [-0.6, 0.5, 0.2], [-0.2, -0.2, 0.0], [-0.1, -0.2, 0.6], [1.9, 2.0, 0.5], [-0.5, 0.7, -1.1], [-0.7, -0.5, -1.4], [1.6, -0.4, 1.6], [-1.0, 1.1, -0.4], [-0.6, -0.8, 1.3], [0.4, -0.4, -1.1], [1.1, -0.8, -0.8], [-0.8, 0.0, 0.3], [-1.0, -0.2, -0.1], [0.0, 0.0, 0.1], [-0.6, -0.4, -0.3], [0.2, -0.1, -0.5], [0.4, -0.1, 0.1], [-0.2, -0.3, 0.0], [0.3, -0.3, 0.5], [-0.1, 0.7, 0.8], [0.1, -0.3, -0.3], [-0.6, 0.1, 0.0], [0.0, 0.1, 0.3], [-0.5, 0.3, -0.2], [0.1, -0.1, 0.3], [0.0, 0.0, -0.1], [0.1, 0.2, -0.1], [0.5, 0.2, 0.0], [-0.1, -0.3, -0.3], [-0.2, 0.0, 0.0], [0.5, -0.4, 0.1], [-0.4, 0.1, 0.5]], "fmax_ev_per_a": 4.6, "homo_lumo_gap_ha": 0.2832, "spin_multiplicity": 1, "de_lowest_kj_mol": 0.0, "total_charge": -1}

***

Record 3
{"formula": "C3H5O3", "method": "ωB97M-V with the def2-TZVPD basis set", "elements": ["O", "C", "C", "H", "H", "H", "H", "O", "C", "O", "H"], "positions_angstrom": [[-1.92929, 2.29617, -0.87189], [-1.32564, 1.25565, -0.95794], [-0.79259, 0.43048, 0.14187], [-1.05954, 0.91705, -1.98593], [-0.86235, 0.83718, 1.14866], [0.28085, 0.24263, 0.01781], [-1.21135, -0.58548, 0.07242], [1.92432, -0.29513, 1.24364], [1.72316, -1.33338, 0.58647], [1.87893, -1.57005, -0.62432], [1.37352, -2.19510, 1.22921]], "atomic_forces_ev_per_a": [[-0.4, 0.3, 0.3], [0.6, 0.2, -0.5], [0.3, -0.6, 0.2], [-0.1, -0.3, 0.2], [-0.5, 0.1, -0.1], [-0.1, 0.3, -0.4], [-0.1, 0.2, 0.1], [0.0, 0.5, 0.0], [0.5, -0.7, 0.5], [-0.2, 0.1, -0.2], [-0.1, -0.2, -0.2]], "fmax_ev_per_a": 1.0, "homo_lumo_gap_ha": 0.3002, "spin_multiplicity": 1, "de_lowest_kj_mol": 35.2, "total_charge": -1}